[1]
This record from the OMol25 dataset describes an isolated ion of composition C4H8NO3 and charge -1 in a non-equilibrium geometry. The level of theory is wB97M-V/def2-TZVPD.

Properties
energy: -437.5713 Eh
HOMO: -3.52 eV
multiplicity: 1
structure (SMILES): CC[C@@H](O)C=[N+]([O-])[O-]
net charge: -1
energy above the lowest of the compared OMol25 structures with the same formula, charge and spin: 147.0 kcal per mole

Last column: Mulliken charge in e.
Cartesian coordinates (Å):
C  1.6122  -1.4160  -0.4683  -1.318
C  0.4824  -0.8059  0.4059  -0.302
C  0.2113  0.4513  -0.4918  -0.383
O  -0.6678  0.0910  -1.5062  -0.736
C  -0.5665  1.6410  0.4764  -0.652
N  -1.8261  1.3530  0.6636  0.777
O  -2.4811  2.0348  1.4773  -0.812
O  -2.4994  0.4012  0.0580  -0.689
H  2.5427  -0.9134  -0.4395  0.347
H  1.3231  -1.5111  -1.4412  0.400
H  1.8175  -2.4579  -0.0846  0.335
H  0.8301  -0.5905  1.3485  0.384
H  -0.3170  -1.4272  0.4350  0.268
H  1.1147  0.9110  -0.7384  0.506
H  -1.6230  0.0854  -0.8716  0.486
H  0.0471  2.1533  1.1770  0.389


[2]
This record from the OMol25 dataset describes the molecule C28H25NO7 in a non-equilibrium geometry. The level of theory is wB97M-V/def2-TZVPD.

Properties
energy: -1663.2730 Eh
HOMO: -8.11 eV
multiplicity: 1
structure (SMILES): CCOC(=O)[C@H](C(=O)c1ccc([N+](=O)[O-])cc1)C(c1ccc2c(c1)CCO2)c1ccc2c(c1)CCO2

Last column: Mulliken charge in e.
Cartesian coordinates (Å):
C  3.4312  4.0680  7.0633  -1.164
C  4.1584  4.3400  5.7679  -0.194
O  3.9156  3.1164  5.0021  -0.235
C  4.3753  3.1816  3.7460  -0.333
O  4.8454  4.2272  3.3191  -0.620
C  4.4222  1.8783  2.9698  1.278
C  5.8532  1.7858  2.1775  -0.268
O  6.3205  0.6585  1.9609  -0.584
C  6.7356  2.9684  1.8404  0.370
C  7.6670  3.4973  2.7579  0.079
C  8.6192  4.4346  2.3577  -0.630
C  8.6399  4.8853  1.0199  -0.182
N  9.4625  5.9828  0.6399  0.926
O  9.4176  6.3911  -0.5442  -0.582
O  10.1873  6.4988  1.5236  -0.585
C  7.7511  4.3237  0.0846  -0.593
C  6.8355  3.3532  0.4932  -0.385
C  3.2494  1.4834  2.1727  0.587
C  3.4290  0.0405  1.6442  0.719
C  3.0572  -1.0640  2.4251  -0.928
C  3.4027  -2.3509  2.0726  -1.660
C  4.1829  -2.5259  0.9269  -0.072
C  4.4668  -1.4363  0.0644  1.000
C  4.0277  -0.1592  0.3990  -0.379
C  5.4727  -1.9004  -0.9389  -0.669
C  5.7158  -3.3628  -0.5417  -0.330
O  4.8312  -3.6758  0.5971  -0.525
C  1.7866  1.7348  2.7452  -0.067
C  0.7292  0.7778  2.7867  -0.508
C  -0.5104  1.0415  3.3442  -1.397
C  -0.8152  2.3682  3.6473  0.093
C  0.1033  3.3908  3.3276  0.571
C  1.4007  3.0718  2.9073  -0.750
C  -0.5335  4.6933  3.6917  -0.657
C  -1.8102  4.2591  4.4378  -0.341
O  -1.9431  2.8044  4.2733  -0.529
H  3.4363  4.9599  7.6979  0.406
H  2.3881  3.7745  6.8550  0.270
H  3.9148  3.2390  7.5996  0.298
H  3.7528  5.2205  5.2345  0.300
H  5.2471  4.4692  5.9150  0.271
H  4.5872  1.1286  3.7525  0.530
H  7.6574  3.1799  3.8047  0.456
H  9.3329  4.8650  3.0625  0.445
H  7.7898  4.6586  -0.9500  0.470
H  6.1659  2.8805  -0.2327  0.399
H  3.2367  2.1118  1.2813  0.616
H  2.5115  -0.8831  3.3499  0.688
H  3.1473  -3.2053  2.6906  0.383
H  4.2622  0.6834  -0.2737  0.247
H  6.3998  -1.3211  -0.8848  0.219
H  5.1033  -1.8356  -1.9643  0.248
H  5.4906  -4.0695  -1.3502  0.269
H  6.7479  -3.5270  -0.2076  0.288
H  0.8776  -0.2384  2.4234  0.702
H  -1.2597  0.2813  3.5420  0.433
H  2.0959  3.8914  2.6908  0.540
H  0.1357  5.3019  4.3090  0.262
H  -0.8091  5.2837  2.8085  0.252
H  -2.7150  4.7441  4.0474  0.282
H  -1.7344  4.4864  5.5111  0.269


[3]
This record from the OMol25 dataset describes a 6-piece molecular cluster, C43H61Br2N5O4 overall in a non-equilibrium geometry. The level of theory is wB97M-V/def2-TZVPD.

Properties
energy: -7397.4144 Eh
HOMO: -7.83 eV
multiplicity: 1
structure (SMILES): C/C(Br)=C(/Br)C1=C(O)C(=O)C(OC[C@H](C)C(C)C)=C(Cc2ccccc2C)C1=O.CCCC#N.CCCC#N.CCCC#N.CCCC#N.CCCC#N
energy above the lowest of the compared OMol25 structures with the same formula, charge and spin: 156.9 kcal per mole

Last column: Mulliken charge in e.
Cartesian coordinates (Å):
C  -5.0528  4.9199  -1.6046  -0.369
C  -4.0313  5.2280  -2.7881  0.299
Br  -4.7908  6.2416  -4.3432  -0.191
C  -2.6731  4.8333  -2.8549  -0.371
Br  -1.5622  5.2855  -4.4504  -0.115
C  -2.0612  3.9948  -1.6582  0.351
C  -2.0787  4.4997  -0.3207  0.200
O  -2.5855  5.7720  0.0656  -0.475
C  -1.4671  3.5198  0.8155  0.310
O  -0.7677  4.0074  1.7367  -0.606
C  -1.7914  1.9667  0.6164  0.591
O  -2.1299  1.0537  1.6532  -0.272
C  -3.3272  1.5609  2.3616  -0.776
C  -4.3924  0.4162  2.6989  0.257
C  -3.6602  -0.8358  3.4486  -1.279
C  -5.3355  -0.0312  1.4726  0.316
C  -5.0186  -1.4899  0.8645  -1.297
C  -5.3976  1.0029  0.2439  -1.066
C  -1.7310  1.4626  -0.7297  0.671
C  -1.9911  -0.0863  -1.0155  1.005
C  -0.5843  -0.8474  -0.7558  0.193
C  -0.1295  -1.3564  0.6452  0.154
C  1.2429  -2.0802  0.8888  -1.135
C  2.2675  -2.3288  -0.2714  -0.280
C  1.8173  -1.8198  -1.6823  -0.744
C  0.4305  -1.1177  -1.9328  0.584
C  0.1382  -0.7088  -3.4631  -1.277
C  -1.3936  2.5369  -1.8919  -0.323
O  -0.6663  2.2694  -2.8814  -0.484
H  -4.9196  5.7087  -0.7835  0.226
H  -6.1376  5.0481  -1.9835  0.159
H  -4.9214  3.8899  -1.1190  -0.072
H  -1.8076  6.3627  0.1816  0.338
H  -2.9199  1.9340  3.3818  0.436
H  -3.7680  2.4922  1.8567  0.226
H  -5.0960  0.8589  3.5064  0.334
H  -3.0886  -0.3477  4.3310  0.433
H  -4.4769  -1.4737  3.9253  0.359
H  -2.9443  -1.4032  2.7683  0.156
H  -6.4126  -0.0908  1.8951  0.503
H  -3.9229  -1.8007  0.9027  0.262
H  -5.2908  -1.4340  -0.2614  0.348
H  -5.7443  -2.2525  1.3138  0.301
H  -6.4107  0.8119  -0.2863  0.411
H  -4.6023  0.7563  -0.5602  0.045
H  -5.4078  2.1061  0.5384  0.216
H  -2.3601  -0.2471  -2.0824  0.467
H  -2.7701  -0.4886  -0.2882  -1.160
H  -0.7810  -1.2240  1.5720  0.125
H  1.5781  -2.4429  1.9276  0.282
H  3.2794  -2.8324  -0.1025  0.564
H  2.5569  -1.9869  -2.5471  0.210
H  0.6469  -1.5084  -4.1277  0.467
H  0.6998  0.2644  -3.6681  0.202
H  -0.9880  -0.6485  -3.6254  0.218
C  4.8410  -7.1612  1.3736  -0.803
C  5.2163  -7.2283  -0.1025  -0.483
C  4.8137  -5.9708  -0.8764  -0.262
C  3.3244  -5.7841  -0.8095  0.256
N  2.1525  -5.6358  -0.7568  -0.493
H  3.7591  -7.0870  1.5117  0.367
H  5.1728  -8.0655  1.8906  -0.025
H  5.3103  -6.2997  1.8588  0.324
H  4.7410  -8.1071  -0.5497  0.281
H  6.2977  -7.3692  -0.1885  0.318
H  5.1150  -6.0610  -1.9232  0.326
H  5.3045  -5.0877  -0.4572  0.210
C  6.2192  1.2928  -1.9593  -1.248
C  4.8782  1.5377  -1.2759  -0.339
C  4.8494  1.0450  0.1722  -0.148
C  5.0989  -0.4355  0.2100  0.104
N  5.2914  -1.6015  0.2399  -0.578
H  6.4486  0.2260  -2.0263  0.397
H  6.2031  1.6856  -2.9793  0.347
H  7.0312  1.7866  -1.4168  0.288
H  4.0903  1.0411  -1.8522  0.315
H  4.6616  2.6088  -1.2921  0.244
H  3.8747  1.2546  0.6212  0.340
H  5.6101  1.5509  0.7650  0.399
C  -9.3715  5.9172  -3.2719  -1.071
C  -10.7070  6.1633  -2.5783  -0.462
C  -10.7249  5.6697  -1.1296  -0.337
C  -10.4752  4.1887  -1.0904  0.226
N  -10.2782  3.0235  -1.0596  -0.452
H  -9.1436  4.8504  -3.3414  0.358
H  -9.3951  6.3104  -4.2911  0.351
H  -8.5545  6.4101  -2.7357  0.230
H  -11.4993  5.6680  -3.1487  0.301
H  -10.9232  7.2355  -2.5924  0.316
H  -11.6953  5.8799  -0.6727  0.283
H  -9.9560  6.1778  -0.5412  0.268
C  4.0438  -11.3145  4.1759  -1.142
C  5.3578  -11.3428  4.9495  -0.416
C  6.3700  -10.3134  4.4414  -0.306
C  6.7013  -10.5894  3.0023  0.200
N  6.9614  -10.8067  1.8697  -0.480
H  4.1905  -11.5685  3.1229  0.354
H  3.3434  -12.0435  4.5905  0.330
H  3.5780  -10.3258  4.2302  0.298
H  5.7866  -12.3479  4.8838  0.286
H  5.1525  -11.1494  6.0064  0.309
H  7.2869  -10.3633  5.0342  0.291
H  5.9650  -9.3013  4.5278  0.291
C  6.9160  6.4601  -1.5781  -1.059
C  5.5748  6.7015  -0.8933  -0.427
C  5.5474  6.2054  0.5544  -0.430
C  5.7998  4.7253  0.5921  0.193
N  5.9980  3.5603  0.6217  -0.441
H  7.1470  5.3939  -1.6477  0.291
H  6.8987  6.8550  -2.5967  0.318
H  7.7279  6.9538  -1.0354  0.301
H  4.7877  6.2053  -1.4702  0.289
H  5.3563  7.7732  -0.9070  0.311
H  4.5732  6.4124  1.0046  0.268
H  6.3107  6.7139  1.1496  0.293


[4]
This record from the OMol25 dataset describes a 27-piece molecular cluster, C16H63F14O27P overall in a non-equilibrium geometry. The level of theory is wB97M-V/def2-TZVPD.

Properties
energy: -4417.7642 Eh
HOMO: -8.68 eV
multiplicity: 1

Last column: Mulliken charge in e.
Cartesian coordinates (Å):
O  2.1727  0.6627  4.5317  -0.702
C  1.9538  0.7522  3.1907  0.357
C  2.3920  -0.5337  2.2712  -0.197
P  0.7650  -1.2584  1.5243  -0.007
C  0.0425  -2.2888  3.0117  -0.896
C  -1.4606  -2.8745  2.7321  -0.520
C  -2.6835  -2.0128  3.4057  0.668
F  -3.8177  -2.9673  3.6077  -0.259
F  -2.2645  -1.6045  4.7984  -0.311
C  -3.0893  -0.6375  2.6135  0.545
F  -1.9275  0.3213  2.4973  0.116
F  -4.0712  0.0779  3.5127  -0.321
C  -3.8756  -0.8583  1.1897  0.447
F  -3.1224  -1.6250  0.1695  -0.177
F  -5.1937  -1.5577  1.4256  -0.343
C  -4.3026  0.5756  0.4413  0.434
F  -5.3396  1.3334  1.1786  -0.208
F  -3.1198  1.3842  0.0290  -0.164
F  -4.9555  0.1399  -0.8501  -0.237
C  1.0974  -2.3732  0.0144  0.478
F  1.6607  -3.7066  0.4472  -0.315
F  -0.2537  -2.7136  -0.5709  -0.229
C  1.9461  -1.6852  -1.2041  0.684
F  2.4373  -0.3152  -0.9469  -0.056
F  3.0069  -2.6596  -1.6081  -0.280
F  1.0398  -1.5771  -2.4083  -0.202
C  1.2832  2.1511  2.6564  0.319
C  0.2661  3.0971  3.5730  -0.382
C  -0.3295  4.5129  2.9747  -0.583
C  0.0903  4.9952  1.4561  -0.238
C  1.0669  4.0372  0.5213  -0.629
C  1.6541  2.6281  1.1264  -0.090
H  2.8231  -1.3634  3.0052  0.077
H  3.2285  -0.3221  1.4827  0.380
H  0.7753  -3.2280  3.0919  0.431
H  0.1621  -1.6540  3.9870  0.404
H  -1.5740  -3.0849  1.5854  0.143
H  -1.4963  -3.9471  3.2566  0.283
H  -0.0024  2.7278  4.6560  0.307
H  -1.0336  5.2154  3.6319  0.318
H  -0.2639  6.0113  0.9650  0.295
H  1.4016  4.3229  -0.5768  0.364
H  2.3477  1.9600  0.4623  0.266
O  -6.8985  -3.7829  0.8443  -0.647
H  -6.4712  -2.9170  0.7630  0.403
H  -6.8492  -3.9803  1.7917  0.292
O  -3.1061  -5.8809  4.1995  -0.611
H  -3.5693  -5.3208  3.5585  0.294
H  -3.8201  -6.3268  4.6796  0.298
O  -0.7883  -1.6601  -5.2031  -0.568
H  -0.3916  -1.3305  -4.3827  0.283
H  -1.2157  -2.4890  -4.9399  0.223
O  -2.3170  -2.2350  -3.1203  -0.378
H  -2.3244  -1.6832  -2.3237  0.171
H  -3.1542  -2.7210  -3.0760  0.282
O  0.9830  -3.7350  -4.4675  -0.586
H  0.9756  -3.1832  -3.6710  0.179
H  0.1458  -4.2210  -4.4233  0.354
O  -7.0883  -0.7949  -3.1209  -0.624
H  -6.6916  -0.4653  -2.3005  0.321
H  -7.5157  -1.6238  -2.8577  0.317
O  -5.8797  -6.3047  4.1392  -0.656
H  -5.9820  -6.5251  3.2011  0.314
H  -6.7853  -6.3204  4.4834  0.302
O  3.8897  -3.0734  2.4883  -0.533
H  4.4934  -3.5532  1.9015  0.273
H  4.4700  -2.7080  3.1729  0.273
O  1.5384  7.7450  1.1631  -0.504
H  1.7041  8.6918  1.2866  0.309
H  2.4105  7.3808  0.9488  0.249
O  0.2897  -5.8655  -2.6283  -0.614
H  0.8934  -6.3453  -3.2152  0.323
H  0.8700  -5.5001  -1.9437  0.295
O  0.6430  5.7544  -2.4263  -0.591
H  1.0890  6.4875  -2.8764  0.300
H  0.3210  5.1965  -3.1502  0.297
O  -0.2449  9.4605  -0.3788  -0.609
H  -0.8710  9.9505  -0.9328  0.292
H  -0.4311  8.5313  -0.5808  0.315
O  0.6551  3.5251  -4.9471  -0.565
H  0.0290  4.0151  -5.5012  0.298
H  0.4689  2.5959  -5.1492  0.321
O  -4.4207  -2.5319  -4.8994  -0.626
H  -3.6558  -2.1551  -5.3598  0.305
H  -5.1705  -2.0137  -5.2285  0.311
O  4.7255  2.3965  2.8746  -0.568
H  5.1528  3.2625  2.7933  0.285
H  4.7748  2.1992  3.8220  0.238
O  5.8420  3.5594  0.4614  -0.665
H  5.3048  2.9070  0.9355  0.373
H  5.3062  3.7850  -0.3138  0.323
O  -4.9607  -8.2515  6.4520  -0.613
H  -5.3030  -7.6013  5.8202  0.344
H  -5.6833  -8.3629  7.0878  0.317
O  0.3254  1.0662  -4.0111  -0.632
H  1.1257  0.5672  -3.7885  0.281
H  -0.2981  0.8350  -3.3063  0.273
O  4.3420  -0.8349  -3.7686  -0.634
H  3.8048  -1.4874  -3.2946  0.228
H  3.8062  -0.6093  -4.5438  0.342
O  5.0255  -0.7621  3.6723  -0.558
H  5.4528  0.1039  3.5910  0.208
H  5.0748  -0.9594  4.6197  0.319
O  0.5255  -3.3368  -7.4889  -0.634
H  0.9528  -2.4709  -7.5701  0.297
H  0.5748  -3.5341  -6.5414  0.360
O  4.3342  -0.7344  -6.8504  -0.577
H  4.7929  -1.5729  -7.0100  0.313
H  4.6259  -0.1657  -7.5787  0.288
O  0.9551  9.3735  3.5671  -0.670
H  0.3290  9.8634  3.0131  0.323
H  0.7689  8.4442  3.3651  0.326
O  -3.2449  3.0065  3.6314  -0.589
H  -3.8710  3.4965  3.0774  0.295
H  -3.4311  2.0773  3.4294  0.284
O  5.1551  1.9709  -3.9964  -0.616
H  4.5290  2.4608  -4.5505  0.302
H  4.9689  1.0416  -4.1985  0.374
O  8.4399  1.8753  -0.3363  -0.632
H  7.5134  2.1148  -0.1842  0.331
H  8.5997  2.1316  -1.2571  0.310


| no. | gap between HOMO and LUMO (eV) |
| --- | --- |
| 1 | 7.5 |
| 2 | 7.2 |
| 3 | 6.6 |
| 4 | 7.7 |